The following is a quantum chemistry calculation of a cluster of 2 separate species, C18H33N3O5 in total, from the OMol25 dataset.

Last column: Mulliken charge in e.
Atoms and positions in Å:
O (3.28, -2.53, 6.75)  -0.542
O (4.46, -2.82, 4.85)  -0.353
O (0.83, 1.12, -0.04)  -0.174
O (2.60, 1.74, 1.17)  -0.606
O (2.60, -1.60, 4.81)  -0.360
N (0.21, -2.78, -0.15)  -0.512
N (-0.94, -3.09, -2.25)  -0.453
N (1.39, -3.08, -2.09)  -0.393
C (3.43, -2.33, 5.59)  0.621
C (-1.55, -1.83, -2.70)  0.049
C (-3.38, 0.87, 1.90)  -1.424
C (-3.27, 2.01, 0.88)  0.614
C (0.65, 3.08, -1.38)  -1.129
C (3.23, -1.40, 3.52)  0.394
C (1.28, 3.40, -0.03)  -0.524
C (-1.40, 1.61, -0.86)  -0.150
C (-0.54, 0.42, -3.49)  -0.804
C (0.09, 1.64, -1.19)  2.042
C (-1.79, 2.24, 0.47)  -1.257
C (-4.22, 1.78, -0.29)  -1.626
C (0.20, -2.95, -1.41)  -0.002
C (1.70, 2.04, 0.45)  0.297
C (4.17, -2.59, 3.47)  -0.428
C (0.48, 0.69, -2.36)  -0.969
C (2.21, -1.35, 2.42)  -1.219
C (-0.76, -1.06, -3.77)  -1.029
H (-1.49, 0.91, -3.29)  0.328
H (-0.16, 0.86, -4.41)  0.419
H (-0.12, 3.78, -1.70)  0.385
H (0.53, 3.75, 0.68)  0.170
H (1.38, 1.10, -2.81)  0.582
H (5.10, -2.39, 2.94)  0.320
H (-1.92, 2.12, -1.67)  0.511
H (1.32, -3.06, -3.09)  0.314
H (1.69, -0.39, 2.41)  0.150
H (1.47, -2.14, 2.53)  0.408
H (-4.33, 0.34, 1.80)  0.413
H (-4.19, 2.60, -1.02)  0.359
H (3.68, -3.47, 3.06)  0.316
H (-2.57, 0.14, 1.78)  0.298
H (-2.53, -2.09, -3.10)  0.467
H (-1.59, 3.32, 0.44)  0.302
H (3.79, -0.47, 3.58)  0.336
H (-3.33, 1.24, 2.93)  0.307
H (-1.28, -1.16, -4.73)  0.394
H (1.42, 3.06, -2.15)  0.446
H (-1.73, 0.57, -0.89)  -0.650
H (2.69, -1.46, 1.45)  0.316
H (-3.99, 0.85, -0.82)  0.256
H (-3.59, 2.94, 1.36)  0.383
H (-0.74, -2.68, 0.20)  0.198
H (2.10, 4.12, -0.04)  0.475
H (2.18, -2.59, -1.70)  0.254
H (-5.24, 1.70, 0.07)  0.489
H (-1.14, 1.82, 1.25)  0.282
H (-1.74, -1.17, -1.83)  -0.073
H (-1.63, -3.60, -1.72)  0.363
H (0.21, -1.53, -3.91)  0.298
H (0.77, -0.25, -1.89)  0.123

Results
energy relative to the best compared isomer or geometry (same formula, charge and spin)	0.0	kJ/mol
M	371.48	g/mol
HOMO	-0.3490	hartree

=====

The following is a quantum chemistry calculation of a structure of composition C8H36Ba2N2O8, from the OMol25 dataset.

Last column: Mulliken charge in e.
Atoms and positions in Å:
Ba (-11.39, -10.97, 13.77)  1.855
Ba (-14.26, -8.73, 15.41)  1.833
O (-9.58, -6.37, 11.45)  -0.505
O (-16.02, -5.61, 13.34)  -0.439
O (-13.62, -6.84, 8.34)  -0.403
O (-13.71, -9.57, 12.85)  -1.148
O (-16.59, -8.81, 9.85)  -0.683
O (-9.41, -9.10, 14.23)  -0.558
O (-10.72, -8.98, 11.64)  -0.712
O (-9.35, -8.02, 9.07)  -0.516
N (-16.47, -9.64, 12.53)  -0.015
N (-8.45, -10.26, 10.49)  -0.174
C (-16.30, -5.94, 12.05)  -0.235
C (-10.54, -5.58, 12.14)  -0.460
C (-14.84, -6.31, 8.05)  -0.545
C (-13.34, -8.63, 11.84)  0.470
C (-10.10, -7.68, 7.91)  -0.670
C (-9.12, -7.96, 15.07)  -0.721
C (-16.00, -9.52, 8.81)  -0.624
C (-11.99, -8.95, 10.97)  -0.570
H (-15.68, -5.29, 11.43)  0.299
H (-9.66, -8.75, 13.37)  0.471
H (-17.22, -8.21, 9.45)  0.356
H (-15.06, -6.60, 7.03)  0.381
H (-11.90, -8.36, 10.06)  0.056
H (-16.87, -8.90, 13.10)  0.389
H (-10.12, -7.59, 15.31)  0.237
H (-17.34, -5.72, 11.82)  0.438
H (-11.01, -8.27, 7.79)  0.180
H (-16.46, -10.51, 8.85)  0.333
H (-13.11, -7.77, 12.48)  0.100
H (-17.06, -10.45, 12.68)  0.458
H (-10.97, -6.10, 12.99)  0.033
H (-10.51, -6.68, 7.99)  0.322
H (-8.86, -8.35, 16.05)  0.329
H (-15.51, -9.81, 12.79)  0.139
H (-8.36, -7.25, 14.74)  0.306
H (-10.22, -4.54, 12.19)  0.383
H (-8.58, -11.03, 11.12)  0.309
H (-13.22, -7.15, 7.53)  0.297
H (-12.06, -10.01, 10.71)  0.355
H (-9.95, -8.33, 9.75)  0.059
H (-14.83, -5.22, 8.03)  0.272
H (-14.26, -8.27, 11.39)  -0.030
H (-9.90, -7.28, 11.49)  0.276
H (-16.44, -9.37, 11.56)  0.049
H (-15.62, -6.59, 8.76)  -0.008
H (-9.45, -7.79, 7.03)  0.360
H (-7.67, -9.66, 10.72)  0.423
H (-14.91, -9.53, 8.88)  0.138
H (-8.42, -10.63, 9.55)  0.391
H (-9.28, -9.69, 10.56)  0.155
H (-16.12, -6.96, 11.73)  -0.155
H (-16.31, -6.32, 13.91)  0.179
H (-16.31, -8.96, 7.92)  0.353
H (-11.44, -5.37, 11.56)  0.188

Results
energy relative to the best compared isomer or geometry (same formula, charge and spin)	0.0	kJ/mol
M	563.04	g/mol
HOMO	-0.6793	hartree
charge	+4

=====

The following is a quantum chemistry calculation of a structure of composition C3H2Br3O2, from the OMol25 dataset.

Last column: Mulliken charge in e.
Atoms and positions in Å:
Br (-2.32, 0.41, -1.12)  -0.101
Br (2.12, -1.15, 1.13)  -0.735
Br (0.36, 0.37, -3.04)  -0.175
O (-0.59, -1.09, 2.58)  -0.472
O (-0.75, -1.75, 0.41)  -0.412
C (0.42, 1.14, -0.30)  -0.750
C (-0.43, 0.63, -1.24)  0.205
C (-0.45, -1.37, 1.46)  0.722
H (1.36, 1.44, -0.61)  0.273
H (0.29, 1.37, 0.72)  0.445

Results
energy relative to the best compared isomer or geometry (same formula, charge and spin)	4.0	kJ/mol
M	309.76	g/mol
HOMO	-0.1611	hartree
charge	-1

=====

For each record above, in turn, the calculated calculated total energy values are -1246.172444, -1087.166546, -7988.117839 hartree.
For each record above, in turn, the calculated max |F| values are 0.5, 3.4, 3.8 eV/Å.